12
Properties=species:S:1:pos:R:3:forces:R:3:nbo_charge:R:1 method="wB97M-V/def2-TZVPD" de_lowest_kj_mol=199.56 gap_ha=0.317 charge=0
C -0.298 -0.223 0.043 -0.336 0.070 0.292 0.192
C 0.940 0.430 -0.430 0.144 0.101 -0.077 -0.669
C -1.835 -1.941 0.025 -1.524 0.745 -0.069 -0.040
N -0.680 -1.323 -0.442 0.761 -0.426 -0.410 -0.466
N -1.624 -3.326 0.379 0.570 -1.446 1.315 0.098
O -2.209 -3.711 1.368 0.306 0.794 -0.885 -0.285
I -3.079 -2.486 -1.703 -0.122 0.443 0.006 0.120
H -0.857 0.294 0.838 -0.082 -0.096 -0.078 0.150
H 1.635 0.541 0.401 0.080 0.057 0.046 0.233
H 0.710 1.429 -0.799 0.042 0.089 -0.017 0.232
H 1.399 -0.160 -1.218 0.030 -0.007 -0.024 0.240
H -2.457 -1.370 0.740 0.132 -0.325 -0.099 0.194

***

28
Properties=species:S:1:pos:R:3:forces:R:3:nbo_charge:R:1 method="wB97M-V/def2-TZVPD" de_lowest_kj_mol=0.00 gap_ha=0.245 charge=-1
C 2.356 -1.389 0.344 -0.095 -0.058 -0.062 -0.605
C 1.559 -0.770 -0.807 -0.044 -0.131 0.085 -0.428
C 1.724 0.738 -0.987 -0.057 0.114 -0.008 -0.383
C 0.720 1.648 -0.267 0.049 -0.049 0.025 -0.411
C 0.309 1.255 1.159 0.102 0.051 0.041 -0.399
C -1.161 0.895 1.362 -0.083 -0.033 0.040 -0.402
C -1.591 -0.499 0.914 0.076 0.117 0.005 -0.728
P -2.317 -0.708 -0.872 -0.102 -0.076 -0.075 0.487
H 3.291 -0.856 0.513 0.137 0.048 0.018 0.184
H 2.601 -2.429 0.127 0.023 -0.100 -0.004 0.196
H 1.795 -1.389 1.275 -0.004 0.040 0.120 0.203
H 0.502 -1.012 -0.694 -0.025 -0.041 -0.096 0.254
H 1.874 -1.255 -1.731 0.037 -0.040 -0.108 0.190
H 1.638 0.953 -2.053 0.031 0.091 -0.099 0.199
H 2.743 1.022 -0.707 0.152 -0.016 0.071 0.170
H 1.151 2.650 -0.236 0.029 0.149 -0.097 0.179
H -0.177 1.711 -0.878 -0.088 -0.022 -0.017 0.228
H 0.539 2.091 1.823 0.055 0.064 0.078 0.181
H 0.906 0.419 1.518 0.127 -0.014 0.037 0.188
H -1.349 0.991 2.436 -0.121 0.082 0.092 0.176
H -1.787 1.650 0.874 -0.088 0.051 -0.073 0.195
H -2.403 -0.839 1.560 -0.121 -0.099 0.036 0.194
H -0.755 -1.190 1.065 0.031 -0.193 -0.056 0.175
H -3.069 0.564 -0.665 -0.037 0.012 0.032 -0.216
H -1.192 0.066 -1.454 -0.052 -0.024 -0.033 -0.221
H -1.543 -1.980 -1.076 -0.027 0.094 -0.005 -0.220
H -3.458 -1.502 -0.320 0.048 0.026 -0.019 -0.216
H -2.908 -0.836 -2.223 0.046 -0.042 0.070 -0.170

***

11
Properties=species:S:1:pos:R:3:forces:R:3:nbo_charge:R:1 method="wB97M-V/def2-TZVPD" de_lowest_kj_mol=122.19 gap_ha=0.291 charge=0
C -0.808 -1.256 1.144 -0.410 1.332 -0.460 -0.661
C 0.063 -0.335 0.263 1.318 -3.077 -0.771 -0.079
C -0.086 0.750 -0.490 0.418 0.565 0.756 -0.164
C 1.035 1.294 -1.288 1.460 0.792 -0.502 -0.274
H -0.523 -2.305 0.933 -0.202 0.667 0.306 0.232
H -0.810 -1.044 2.243 0.476 -0.111 -0.932 0.244
H -1.848 -1.069 0.837 0.145 -0.342 0.110 0.232
H 0.979 -0.896 -0.124 -0.816 0.964 0.995 0.223
H 0.830 2.230 -1.866 -0.281 -0.967 0.514 0.221
S 2.638 0.840 -1.330 -2.000 0.137 0.136 0.032
Cl -1.470 1.791 -0.322 -0.109 0.040 -0.153 -0.005

***

29
Properties=species:S:1:pos:R:3:forces:R:3:nbo_charge:R:1 method="wB97M-V/def2-TZVPD" gap_ha=0.321 charge=+1
C 3.050 -3.411 -0.196 -0.157 0.055 -0.279 -0.667
C 2.470 -2.037 -0.046 -0.171 -0.063 -0.093 -0.007
Br 3.639 -0.829 0.774 -0.084 0.016 -0.023 0.203
C 1.252 -1.611 -0.431 0.547 -0.072 0.229 -0.416
S 0.039 -2.636 -1.205 -0.323 0.216 -0.328 0.511
Br 0.591 0.136 -0.251 0.000 -0.152 -0.015 0.186
H 4.073 -3.320 -0.560 0.000 -0.023 0.113 0.267
H 2.503 -4.042 -0.897 -0.017 0.021 0.113 0.221
H 3.053 -3.924 0.766 0.078 0.066 -0.001 0.266
H -0.437 -3.371 -0.172 0.240 -0.244 0.026 0.220
H 0.766 -3.626 -1.759 0.048 -0.102 0.201 0.200
C -1.801 2.822 0.307 -0.011 -0.175 -0.046 -0.712
C -1.746 4.251 0.580 -0.014 0.040 -0.037 0.287
N -1.705 5.383 0.759 0.021 -0.086 0.100 -0.316
H -2.165 2.648 -0.705 -0.003 0.059 -0.006 0.261
H -0.804 2.389 0.399 -0.056 0.137 0.070 0.228
H -2.468 2.320 1.006 0.009 0.054 0.039 0.259
C -2.137 6.927 -2.162 -0.017 0.122 0.118 -0.728
C -2.064 6.418 -3.524 -0.017 -0.046 -0.012 0.289
N -2.008 5.982 -4.584 0.015 -0.008 0.006 -0.341
H -1.877 6.146 -1.453 0.009 0.035 -0.039 0.262
H -1.449 7.758 -2.020 0.020 -0.009 -0.075 0.258
H -3.143 7.274 -1.932 -0.018 -0.015 -0.074 0.256
C 0.364 -5.266 3.373 0.010 0.021 0.138 -0.735
C 0.458 -5.256 1.920 -0.030 -0.250 -0.013 0.360
N 0.529 -5.307 0.773 -0.080 0.414 0.015 -0.430
H 0.577 -6.266 3.747 0.005 -0.018 -0.051 0.281
H 1.080 -4.570 3.805 0.007 0.006 -0.033 0.266
H -0.639 -4.983 3.686 -0.010 0.001 -0.040 0.272

***

11
Properties=species:S:1:pos:R:3:forces:R:3:nbo_charge:R:1 method="wB97M-V/def2-TZVPD" de_lowest_kj_mol=109.67 gap_ha=0.375 charge=0 smiles="C=CCC=O"
O 2.457 0.644 0.056 -0.094 -0.089 -0.340 -0.536
C 1.463 0.325 -0.549 0.702 0.365 -0.243 0.431
C -0.283 -0.196 0.673 -1.308 0.430 0.163 -0.168
C 0.100 0.860 -0.325 0.229 0.069 -0.002 -0.537
C -1.248 -1.028 0.324 -0.327 -0.044 0.230 -0.375
H 1.402 -0.581 -1.195 0.468 0.166 -0.067 0.105
H 0.119 -0.082 1.681 -0.424 0.059 -0.169 0.220
H -0.043 1.812 0.196 0.615 0.004 -0.331 0.241
H -0.561 0.817 -1.202 0.389 -0.071 0.246 0.221
H -1.944 -1.357 1.069 0.130 -1.258 0.288 0.207
H -1.460 -1.214 -0.728 -0.380 0.371 0.227 0.192

***

87
Properties=species:S:1:pos:R:3:forces:R:3:mulliken_spin:R:1 method="wB97M-V/def2-TZVPD" de_lowest_kj_mol=254.64 multiplicity=6 gap_ha="0.222 / 0.219" charge=-2
Fe -0.136 0.857 -2.170 0.243 0.660 -4.418 3.808
C 0.565 -2.711 -0.806 -0.073 0.230 -0.036 0.020
N 0.437 -2.005 -2.066 0.119 -0.450 -0.089 0.008
C 1.707 -2.025 -2.767 0.227 -0.033 -0.122 0.005
C -0.609 -2.603 -2.880 -0.137 0.145 -0.144 -0.002
C -1.143 -1.644 -3.945 0.140 -0.424 0.061 0.003
N -1.772 -0.527 -3.284 1.010 0.534 0.326 0.040
C -3.054 -0.277 -3.420 -0.569 0.221 -0.047 0.019
C -3.611 0.740 -2.576 0.300 0.261 0.370 0.004
F -2.766 1.257 -1.639 -0.869 -0.050 -0.480 0.015
C -4.894 1.202 -2.650 -0.094 0.013 -0.017 -0.003
F -5.316 2.187 -1.812 0.221 -0.229 -0.159 0.000
C -5.804 0.679 -3.563 0.135 -0.124 -0.052 0.004
C -5.333 -0.357 -4.353 -0.345 0.204 0.132 -0.002
F -6.201 -0.922 -5.241 0.267 0.036 0.148 0.000
C -4.049 -0.846 -4.286 0.097 -0.189 -0.079 0.007
F -3.780 -1.912 -5.112 0.019 0.329 0.154 0.000
H 0.865 -3.765 -0.946 0.018 -0.034 -0.033 0.003
H -0.386 -2.680 -0.274 0.003 -0.007 0.066 0.008
H 1.311 -2.209 -0.192 0.060 0.010 0.046 -0.010
H 2.018 -3.051 -3.036 -0.075 -0.092 0.053 -0.002
H 2.479 -1.583 -2.136 -0.049 0.026 -0.067 0.001
H 1.630 -1.437 -3.679 0.098 -0.017 0.020 0.002
H -1.444 -2.861 -2.221 0.012 0.001 -0.036 -0.004
H -0.253 -3.537 -3.355 0.026 -0.025 0.026 -0.001
H -1.808 -2.222 -4.587 0.019 0.117 0.027 0.006
H -0.322 -1.276 -4.570 -0.040 -0.114 0.060 -0.012
H -6.804 1.061 -3.645 -0.152 0.002 -0.034 0.000
S 2.147 1.136 -1.650 0.697 0.194 0.775 0.203
C 3.229 1.163 -2.985 -0.513 -0.117 -0.281 0.013
C 4.585 1.329 -2.766 0.373 -0.036 -0.294 0.014
C 5.499 1.247 -3.816 -1.472 -0.368 -0.610 -0.004
C 6.853 1.472 -3.562 1.655 0.256 0.301 0.000
N 7.962 1.689 -3.317 -0.295 -0.101 -0.100 -0.003
C 5.022 0.942 -5.121 -0.843 0.365 1.425 0.013
C 3.645 0.835 -5.336 0.501 -0.037 -0.111 -0.005
C 2.731 0.983 -4.302 -0.261 0.141 0.126 -0.021
S 1.031 0.948 -4.605 -0.429 -0.014 0.206 0.161
C 5.892 0.719 -6.191 0.980 -0.250 -1.326 -0.001
N 6.560 0.500 -7.108 -0.128 0.112 0.302 0.004
H 4.935 1.508 -1.757 0.040 0.037 -0.019 -0.002
H 3.280 0.624 -6.333 0.023 0.011 -0.008 -0.004
C 1.088 -3.229 2.793 -0.241 0.754 -0.036 0.004
Si 1.289 -1.405 3.396 0.869 -0.831 0.163 0.017
C 1.272 -1.599 5.314 -0.233 0.373 -0.651 0.012
C 3.076 -0.916 2.883 -0.753 0.080 0.085 -0.002
Si -0.300 0.218 2.606 0.277 -0.139 0.030 0.132
Te -0.346 0.622 0.111 -1.021 -0.446 5.231 0.144
Si -2.448 -0.469 3.333 -1.202 -0.413 0.092 0.011
C -2.845 -2.253 2.738 0.416 0.612 0.119 0.008
C -2.678 -0.466 5.246 0.381 0.095 -0.672 0.016
C -3.854 0.612 2.610 0.719 -0.185 0.103 0.008
Si 0.270 2.239 3.751 0.287 1.104 0.205 0.006
C -1.130 3.529 3.504 0.359 -0.626 -0.103 0.005
C 1.876 2.994 3.027 -0.577 -0.448 0.013 0.008
C 0.560 2.162 5.660 -0.175 -0.366 -0.703 0.006
H 1.525 -3.950 3.481 0.166 0.088 0.238 0.000
H 1.550 -3.375 1.823 0.084 0.024 -0.228 0.000
H 0.039 -3.480 2.688 -0.281 -0.115 -0.057 -0.001
H 2.145 -2.119 5.698 0.247 -0.135 -0.135 0.000
H 0.395 -2.158 5.621 -0.273 -0.167 0.069 0.000
H 1.221 -0.632 5.797 0.000 0.298 0.223 -0.003
H 3.800 -1.721 2.991 -0.056 -0.259 0.121 0.001
H 3.436 -0.070 3.460 0.057 0.244 0.145 0.000
H 3.074 -0.615 1.840 0.006 0.095 -0.265 0.004
H -2.171 -2.979 3.180 0.193 -0.177 0.107 0.000
H -2.714 -2.292 1.662 0.052 -0.040 -0.277 -0.003
H -3.861 -2.570 2.958 -0.219 0.151 0.134 0.001
H -1.901 -1.054 5.719 0.246 -0.191 0.182 -0.002
H -3.638 -0.865 5.563 -0.243 -0.109 -0.139 0.001
H -2.598 0.544 5.631 0.029 0.317 0.118 -0.001
H -3.698 0.704 1.540 0.021 0.058 -0.270 -0.005
H -3.838 1.614 3.025 0.048 0.277 0.098 0.000
H -4.850 0.205 2.767 -0.064 -0.254 0.153 0.001
H -1.393 3.562 2.452 -0.091 0.016 -0.277 0.000
H -0.858 4.536 3.809 0.253 0.118 0.125 0.001
H -2.022 3.249 4.053 -0.235 -0.130 0.152 0.000
H 1.817 2.977 1.944 0.008 -0.016 -0.291 0.000
H 2.745 2.408 3.308 0.185 -0.200 0.074 0.000
H 2.059 4.020 3.331 -0.157 0.187 0.201 0.001
H -0.208 1.565 6.138 -0.208 -0.162 0.195 -0.001
H 0.549 3.147 6.119 -0.040 0.268 -0.124 0.000
H 1.518 1.707 5.887 0.225 -0.136 0.028 0.000
C -0.640 2.981 -2.289 -0.056 -0.179 -0.245 0.373
H -1.174 3.427 -1.446 -0.020 -0.345 0.017 -0.014
H -1.289 2.987 -3.176 0.081 0.037 0.062 -0.003
H 0.255 3.580 -2.484 -0.003 -0.323 -0.073 -0.013

***

14
Properties=species:S:1:pos:R:3:forces:R:3:nbo_charge:R:1 method="wB97M-V/def2-TZVPD" de_lowest_kj_mol=432.91 gap_ha="0.290 / 0.326" charge=0
C 1.853 1.401 -0.302 0.714 0.670 2.364 -0.677
C 1.440 0.419 0.710 -1.607 0.375 -0.825 -0.464
C -2.005 -1.309 0.035 0.611 1.298 2.418 -0.715
C -1.454 0.115 0.232 -0.723 -1.315 -0.005 0.257
F -1.347 0.923 -0.866 -0.035 -0.688 0.957 -0.350
P 2.323 -0.387 -0.501 3.972 -0.619 0.520 0.496
H 1.135 1.605 -1.031 -1.250 0.690 -1.013 0.237
H 2.390 2.301 0.098 0.095 -1.120 -0.895 0.236
H 1.493 0.324 1.742 0.111 0.305 1.579 0.208
H -3.083 -1.463 0.011 -0.093 0.481 -0.458 0.226
H -1.681 -1.953 0.885 -0.057 0.737 -0.222 0.224
H -1.501 -1.729 -0.766 0.542 -0.930 -2.100 0.220
H -0.968 0.405 1.159 -0.181 0.529 -0.543 0.163
H 1.405 -0.652 -1.407 -2.098 -0.413 -1.777 -0.062

***

Copy entry 5 word for word.
11
Properties=species:S:1:pos:R:3:forces:R:3:nbo_charge:R:1 method="wB97M-V/def2-TZVPD" de_lowest_kj_mol=109.67 gap_ha=0.375 charge=0 smiles="C=CCC=O"
O 2.457 0.644 0.056 -0.094 -0.089 -0.340 -0.536
C 1.463 0.325 -0.549 0.702 0.365 -0.243 0.431
C -0.283 -0.196 0.673 -1.308 0.430 0.163 -0.168
C 0.100 0.860 -0.325 0.229 0.069 -0.002 -0.537
C -1.248 -1.028 0.324 -0.327 -0.044 0.230 -0.375
H 1.402 -0.581 -1.195 0.468 0.166 -0.067 0.105
H 0.119 -0.082 1.681 -0.424 0.059 -0.169 0.220
H -0.043 1.812 0.196 0.615 0.004 -0.331 0.241
H -0.561 0.817 -1.202 0.389 -0.071 0.246 0.221
H -1.944 -1.357 1.069 0.130 -1.258 0.288 0.207
H -1.460 -1.214 -0.728 -0.380 0.371 0.227 0.192

***

What did the seventh record say?
14
Properties=species:S:1:pos:R:3:forces:R:3:nbo_charge:R:1 method="wB97M-V/def2-TZVPD" de_lowest_kj_mol=432.91 gap_ha="0.290 / 0.326" charge=0
C 1.853 1.401 -0.302 0.714 0.670 2.364 -0.677
C 1.440 0.419 0.710 -1.607 0.375 -0.825 -0.464
C -2.005 -1.309 0.035 0.611 1.298 2.418 -0.715
C -1.454 0.115 0.232 -0.723 -1.315 -0.005 0.257
F -1.347 0.923 -0.866 -0.035 -0.688 0.957 -0.350
P 2.323 -0.387 -0.501 3.972 -0.619 0.520 0.496
H 1.135 1.605 -1.031 -1.250 0.690 -1.013 0.237
H 2.390 2.301 0.098 0.095 -1.120 -0.895 0.236
H 1.493 0.324 1.742 0.111 0.305 1.579 0.208
H -3.083 -1.463 0.011 -0.093 0.481 -0.458 0.226
H -1.681 -1.953 0.885 -0.057 0.737 -0.222 0.224
H -1.501 -1.729 -0.766 0.542 -0.930 -2.100 0.220
H -0.968 0.405 1.159 -0.181 0.529 -0.543 0.163
H 1.405 -0.652 -1.407 -2.098 -0.413 -1.777 -0.062